A 2-piece molecular cluster, C4H14N3 overall, computed with ωB97M-V/def2-TZVPD.

Computed properties:
HOMO energy (eV): -11.89
Relative energy (zero: lowest compared OMol25 entry of this formula, charge and spin) (kJ/mol): 184.17
HOMO-LUMO gap (eV): 7.9
Charge: +1
Energy (Eh): -324.79470
2S+1: 1

XYZ file:
```
21
Properties=species:S:1:pos:R:3:forces:R:3:nbo_charge:R:1
N -2.582918 2.010781 1.781512 0.3 -1.4 -1.0 -0.71
N 1.435901 -1.127923 -0.944421 0.4 0.6 0.2 -0.42
N -2.087790 0.858614 -0.149891 0.1 -1.9 0.9 -0.69
C 2.706108 -0.440284 -0.735278 0.4 0.9 -0.8 -0.43
C 1.050242 -1.800160 0.267974 -0.7 -0.7 0.7 -0.43
C 0.383175 -0.219950 -1.359513 1.3 0.2 -0.1 -0.41
C -2.227641 0.885389 1.146496 0.5 2.7 -0.3 0.40
H 2.770862 0.094860 0.232573 -0.2 -0.3 -0.1 0.17
H -0.485746 -0.862333 -1.344791 -0.7 0.0 -0.3 0.17
H -1.595485 0.061687 -0.597731 -0.7 0.9 0.3 0.46
H 2.874726 0.359551 -1.509074 -0.2 -1.0 0.5 0.21
H -1.866275 0.086141 1.752478 -0.2 -0.8 0.2 0.24
H -2.568568 1.945227 2.769576 -0.2 0.4 0.9 0.43
H -2.685101 2.916772 1.324155 -0.1 -0.5 0.3 0.43
H 3.519994 -1.161742 -0.798602 0.0 0.1 0.1 0.22
H 0.548034 0.176166 -2.389550 -0.1 -0.3 0.8 0.23
H 0.053941 -2.269998 0.123726 0.4 0.4 0.2 0.19
H 0.308357 0.629388 -0.637602 -0.1 -0.2 -0.4 0.15
H 1.076691 -1.172259 1.201379 -0.3 0.0 -0.7 0.15
H -2.320499 1.666927 -0.665267 -0.2 0.7 -0.9 0.42
H 1.691990 -2.636853 0.531849 0.4 0.0 -0.3 0.23
```
Positions in Å, forces in eV/Å.



A 2-piece molecular cluster, C7H15N overall, computed with ωB97M-V/def2-TZVPD.

Computed properties:
SMILES: C=C(C)/C=C/C.CN
HOMO energy (eV): -7.50
Relative energy (zero: lowest compared OMol25 entry of this formula, charge and spin) (kJ/mol): 264.30
HOMO-LUMO gap (eV): 8.5
Energy (Eh): -330.36724
2S+1: 1

XYZ file:
```
23
Properties=species:S:1:pos:R:3:forces:R:3:nbo_charge:R:1
N 1.185767 -1.178352 0.950225 0.0 -0.3 1.5 -0.79
C -2.926731 1.666277 0.700942 0.0 0.1 -0.1 -0.63
C -1.989682 0.679860 0.075007 0.3 -0.4 0.0 -0.21
C 2.505723 -0.655361 1.300908 -0.4 -0.1 0.0 -0.41
C -0.276322 -1.298049 -1.495359 0.3 -0.1 0.3 -0.66
C -0.680350 0.863062 -0.076930 2.3 -1.4 -0.9 -0.22
C 1.449711 0.466281 -1.443841 -0.3 0.2 0.3 -0.53
C 0.400003 -0.123199 -0.846093 -3.0 2.9 -1.2 0.09
H -0.264768 1.837661 0.172624 0.1 -0.1 0.2 0.19
H -2.463771 -0.235905 -0.263072 0.1 -0.2 0.0 0.19
H 3.248795 -1.128915 0.661155 0.1 0.1 0.0 0.20
H 0.468511 -0.700215 1.508883 0.3 -0.7 -0.2 0.37
H -3.704432 1.963240 -0.009267 0.0 0.0 0.1 0.21
H 2.769059 -0.811711 2.356295 0.1 0.1 -0.2 0.18
H 2.495539 0.413056 1.086849 0.2 0.0 0.0 0.20
H -2.397084 2.559642 1.029797 0.0 0.0 0.0 0.21
H -0.760426 -1.896322 -0.725707 -0.1 -0.2 -0.1 0.20
H 0.447388 -1.909531 -2.034099 0.0 -0.1 0.1 0.22
H 1.151272 -2.183467 1.090007 -0.2 0.2 0.2 0.37
H -1.029844 -0.973498 -2.211922 -0.1 0.1 0.1 0.22
H -3.432854 1.223397 1.566325 0.1 0.1 -0.1 0.21
H 1.939236 1.332035 -1.028493 -0.2 0.5 -0.1 0.19
H 1.865259 0.090014 -2.364232 0.3 -0.5 0.1 0.20
```
Positions in Å, forces in eV/Å.



C30H37N5O5S3Zr as an isolated structure, computed with ωB97M-V/def2-TZVPD.

Computed properties:
HOMO energy (eV): -13.04
Relative energy (zero: lowest compared OMol25 entry of this formula, charge and spin) (kJ/mol): 60.43
HOMO-LUMO gap (eV): 6.7
Charge: +2
Energy (Eh): -3056.67315
2S+1: 1

XYZ file:
```
81
Properties=species:S:1:pos:R:3:forces:R:3:mulliken_charge:R:1
Zr 0.772265 0.072982 -0.894528 0.4 -0.9 -1.0 1.48
S 3.848885 -1.968645 -3.850431 0.0 -0.1 0.0 -0.15
S -1.573550 -1.121328 -3.326253 0.1 -0.1 -0.1 0.23
S 2.008928 -2.164100 -1.446115 0.0 0.1 0.0 -0.43
O 0.256458 2.022017 -2.099838 0.0 -0.2 0.2 0.12
O 0.148721 -1.134398 0.601277 0.2 0.2 0.0 -0.09
O 2.594621 0.895784 -0.307019 0.0 0.1 0.0 -0.90
O -0.796631 -0.564939 -2.106337 0.1 0.2 0.0 0.12
O 2.269303 -0.097802 -2.865187 -0.2 0.3 0.1 0.28
N 4.546623 0.317236 0.685086 0.2 0.0 0.3 0.07
N -0.429221 1.410292 0.446956 -0.4 0.4 0.1 1.52
N 2.535762 0.393033 4.192338 0.1 0.0 0.0 -0.20
N 2.582659 0.666610 1.932177 0.1 0.0 0.0 -0.14
N -0.776329 1.295022 1.666145 0.2 -0.2 0.1 -1.10
C 5.220971 -0.002907 1.830418 -0.1 0.0 0.0 -0.13
C -0.338786 -2.075222 4.019339 0.0 -0.1 0.0 -0.94
C -1.146013 1.539103 4.443396 0.0 -0.1 0.0 -0.30
C -2.398893 -3.869927 -3.648567 0.0 0.1 -0.2 -0.35
C -0.955863 -0.762117 6.015330 0.0 0.0 0.0 -0.99
C -3.843997 -1.337162 -1.602289 -0.1 0.0 -0.2 -0.08
C -0.131713 -1.032046 1.874066 0.1 -0.1 -0.2 0.42
C 2.764078 -1.399143 -2.807784 -0.2 -0.1 0.2 0.30
C 2.998275 0.885232 -3.641008 0.0 -0.1 0.0 -1.22
C 0.045497 1.966346 -3.536543 0.0 0.0 0.1 -1.29
C -0.576055 2.939922 -1.435616 0.1 0.1 0.0 0.46
C 3.233632 0.637124 0.784460 -0.4 0.0 0.0 0.22
C -3.450182 -0.514886 -0.384173 0.1 0.0 0.1 -0.93
C -1.292219 -2.907137 -3.188517 0.1 0.0 0.2 -0.55
C -1.011260 4.101745 -2.050648 0.0 -0.1 0.1 -0.61
C -0.941005 2.627411 -0.135575 0.0 -0.2 0.1 0.32
C -2.698645 -4.925904 -2.593165 0.0 -0.1 0.1 -1.33
C -1.381552 1.588197 5.796608 0.0 0.0 0.1 -0.74
C -2.277291 4.626619 -0.074729 0.0 0.0 0.0 -0.94
C -3.287709 -0.826635 -2.927469 -0.1 0.0 -0.1 -1.08
C -0.815557 0.317211 3.830882 0.0 0.0 0.0 0.06
C 5.223673 0.266286 -0.615887 -0.1 0.0 0.0 -0.79
C -0.532420 0.201085 2.412460 -0.1 0.2 0.0 0.24
C -1.820647 3.471467 0.533400 0.0 0.1 0.0 -0.88
C -0.707941 -0.838846 4.629385 0.0 0.0 0.0 1.37
C -1.865049 4.949087 -1.359598 0.0 0.0 0.0 -0.76
C 4.613757 0.004507 3.035587 0.0 0.0 -0.1 -1.03
C -1.290442 0.434925 6.592303 0.0 0.0 0.0 -0.67
C -0.057036 -2.184461 2.693089 -0.1 0.1 0.1 -1.29
C 3.232731 0.360371 3.060853 0.0 0.0 0.1 0.89
H -0.694899 4.353282 -3.051235 0.0 0.0 0.0 0.47
H 0.575110 2.788409 -4.013483 0.0 0.0 0.0 0.34
H -2.398685 -0.636861 -0.127675 0.0 0.0 0.0 -0.03
H -1.011037 -3.049269 -2.141573 -0.1 0.0 0.0 0.17
H 2.710463 1.851134 -3.234791 0.0 0.0 0.0 0.28
H -1.813993 -5.526881 -2.383866 0.0 0.0 0.0 0.37
H -4.039635 -0.823387 0.478249 0.0 0.0 0.0 0.54
H -3.480958 -5.598773 -2.938191 0.0 0.0 0.0 0.39
H -3.384802 0.259139 -3.024619 0.0 0.0 0.1 0.51
H -1.641012 2.532622 6.255174 0.0 0.0 0.0 0.46
H 2.740976 0.793206 -4.694241 0.0 0.0 0.0 0.31
H -3.638750 0.548710 -0.547076 0.0 0.0 0.0 0.32
H -3.808172 -1.243393 -3.795814 0.0 0.0 0.1 0.65
H 4.885952 1.104698 -1.217665 0.0 0.0 0.0 0.22
H 6.261952 -0.259527 1.698093 0.0 0.0 0.0 0.45
H 5.159045 -0.249820 3.930336 0.0 0.0 0.0 0.39
H 0.437876 1.014746 -3.877378 0.0 0.1 0.0 0.31
H -2.057376 -4.359888 -4.560317 -0.1 0.0 0.0 0.44
H 6.291480 0.356499 -0.438651 0.0 0.0 -0.1 0.43
H -2.140747 3.217269 1.531903 0.0 0.0 0.0 0.47
H -3.581455 -2.386151 -1.468104 0.0 0.0 0.0 -0.16
H -0.274561 -2.953915 4.649478 0.0 0.0 0.0 0.46
H -0.383334 -3.037418 -3.777925 0.0 0.0 0.1 0.57
H -2.956899 5.275564 0.457577 0.0 0.0 0.0 0.45
H 4.998428 -0.676856 -1.113356 0.0 0.0 0.0 0.22
H -1.023079 2.033686 -3.736399 0.0 0.0 0.0 0.57
H 1.559841 0.650198 4.174974 0.0 0.0 0.0 0.07
H -2.209774 5.856241 -1.833765 0.0 0.0 0.0 0.47
H -1.211794 2.439048 3.849682 0.0 0.0 0.0 0.43
H 4.065296 0.716143 -3.520910 0.0 0.0 0.0 0.54
H 2.962858 0.180869 5.077530 0.0 0.0 0.0 0.23
H -1.484286 0.496670 7.653449 0.0 0.0 0.0 0.44
H -4.930685 -1.317602 -1.716111 0.0 0.0 0.0 0.44
H -3.310166 -3.341190 -3.929248 0.0 0.0 0.1 0.22
H 0.230208 -3.123851 2.243648 0.0 0.0 0.0 0.62
H -3.025248 -4.485281 -1.650326 0.0 0.0 0.0 0.31
H -0.878973 -1.660055 6.614350 0.0 0.0 0.0 0.46
```
Positions in Å, forces in eV/Å.



FHO2PYb as an isolated structure, computed with ωB97M-V/def2-TZVPD.

Computed properties:
HOMO energy (alpha / beta) (eV): -6.56 / -7.86
HOMO-LUMO gap (alpha / beta) (eV): 6.1 / 6.7
Expectation value of S²: 0.75
Energy (Eh): -1750.97428
2S+1: 2

XYZ file:
```
6
Properties=species:S:1:pos:R:3:forces:R:3:nbo_charge:R:1
Yb 2.849088 -0.245047 -0.459126 -1.4 0.6 0.5 0.97
P -0.652643 0.405224 -0.409077 1.7 0.5 -2.3 1.60
F -1.126714 2.019052 -0.252320 -0.3 -0.9 1.2 -0.62
O -1.240907 -0.978217 0.256422 1.1 -2.4 1.6 -1.07
O 0.745517 0.536201 0.287783 0.8 -0.8 -0.5 -1.38
H -0.574339 -1.737215 0.576317 -2.0 2.9 -0.6 0.50
```
Positions in Å, forces in eV/Å.



A 2-piece molecular cluster, CH4N3O overall, computed with ωB97M-V/def2-TZVPD.

Computed properties:
HOMO energy (eV): -16.11
Relative energy (zero: lowest compared OMol25 entry of this formula, charge and spin) (kJ/mol): 321.48
HOMO-LUMO gap (eV): 10.5
Charge: +1
Energy (Eh): -279.65044
2S+1: 1

XYZ file:
```
9
Properties=species:S:1:pos:R:3:forces:R:3:nbo_charge:R:1
O -3.756933 -0.113219 0.015828 -4.5 -0.6 0.6 -0.23
N -1.540892 0.043638 -0.077665 1.9 -0.2 0.4 -0.26
N -2.635858 -0.082676 0.047880 2.4 0.7 -1.0 0.50
N 1.184987 0.608392 -0.030348 1.9 1.2 1.5 -0.54
C 1.561625 -0.589697 -0.027045 -2.7 0.8 -1.0 0.18
H 0.807798 -1.243267 -0.430356 0.4 -0.8 -0.2 0.24
H 0.299893 0.794380 -0.361404 -2.6 0.7 -1.0 0.44
H 1.628577 1.389698 0.469620 0.3 -0.5 -0.5 0.45
H 2.450806 -0.807246 0.393493 2.9 -1.2 1.2 0.22
```
Positions in Å, forces in eV/Å.



The molecule C15H18N2O2S, computed with ωB97M-V/def2-TZVPD.

Computed properties:
SMILES: Cc1cc(C)c(S(=O)(=O)NCc2cccnc2)cc1C
HOMO energy (eV): -8.47
Relative energy (zero: lowest compared OMol25 entry of this formula, charge and spin) (kJ/mol): 1322.33
HOMO-LUMO gap (eV): 8.6
Energy (Eh): -1240.11064
2S+1: 1

XYZ file:
```
38
Properties=species:S:1:pos:R:3:forces:R:3:nbo_charge:R:1
S 0.456421 -0.389142 -1.293068 -11.8 -5.4 14.2 2.23
O -0.824108 -1.360343 -1.159793 5.1 3.6 -1.2 -0.94
O 1.188708 -0.315886 -2.374275 7.2 0.4 -10.0 -0.91
N 1.463119 -5.713524 1.132984 0.7 -0.9 2.0 -0.43
N 1.428395 -0.949623 0.283325 1.9 4.0 -4.9 -0.81
C -1.518127 1.215761 -0.370779 -3.0 -2.0 -1.2 -0.20
C 1.308245 -4.493624 1.580883 3.8 1.4 -16.3 0.11
C -3.746350 2.469974 0.141645 2.5 -2.1 4.7 -0.65
C -0.146395 3.495747 0.133595 9.7 -1.9 -1.8 -0.16
C -1.932239 4.868462 0.855727 -4.3 2.1 0.5 -0.62
C 0.578833 2.254240 -0.352331 -5.1 0.7 -0.4 0.03
C 0.939135 -1.993671 1.070415 -2.8 0.9 0.9 -0.30
C -0.184246 1.186404 -0.774255 -0.8 -0.3 1.7 -0.37
C 1.778002 -6.034444 -0.067810 -1.1 8.9 -5.1 0.08
C -2.002616 2.396000 0.153437 -7.3 -0.9 -1.9 0.10
C 1.036054 -3.313377 0.506379 3.4 -5.6 6.1 -0.04
C 1.699274 -4.979388 -1.301811 0.5 0.3 7.4 -0.21
C 1.941701 2.044937 -0.491213 6.6 3.0 -3.2 -0.67
C -1.418857 3.655711 0.302570 -0.5 -2.8 1.2 -0.13
C 1.442258 -3.653487 -0.698479 -0.9 -0.6 -7.6 -0.24
H -0.190685 -1.826566 1.100758 1.2 0.2 0.4 0.26
H -3.905775 2.819039 1.249448 -0.2 -0.5 -1.9 0.20
H -2.739322 5.195974 -0.104663 2.3 0.1 3.1 0.23
H 2.480951 3.079397 -0.530892 -0.6 -1.6 0.1 0.22
H 2.051495 -5.089749 -2.331769 -0.4 -0.2 0.5 0.23
H -4.308849 1.452943 0.098685 1.4 1.8 -0.4 0.23
H 1.925065 -6.873473 -0.500999 1.1 -6.5 -1.3 0.16
H 2.389971 1.518824 -1.458352 -1.6 1.2 1.6 0.25
H 2.428792 -0.940016 -0.138246 -2.1 -0.8 1.4 0.39
H 1.209826 -2.853468 -1.516119 1.0 -1.2 1.4 0.20
H -2.321399 0.221124 -0.648826 2.8 3.4 1.1 0.28
H 2.474936 1.517757 0.237149 0.2 -0.8 1.8 0.24
H -1.078169 5.577574 1.178395 -1.8 -0.8 -1.0 0.24
H 0.848088 -4.388706 2.311593 -6.5 1.7 12.9 0.13
H 0.704348 4.221315 0.292596 -1.5 0.0 0.1 0.20
H 1.343364 -1.894456 2.118711 -0.4 -0.3 -1.1 0.23
H -2.654100 4.651405 1.835494 1.9 0.7 -2.7 0.24
H -4.145745 3.220355 -0.470109 -0.3 0.9 -1.2 0.20
```
Positions in Å, forces in eV/Å.



A 2-piece molecular cluster, C4H8Si overall, computed with ωB97M-V/def2-TZVPD.

Computed properties:
HOMO energy (eV): -8.83
Relative energy (zero: lowest compared OMol25 entry of this formula, charge and spin) (kJ/mol): 521.22
HOMO-LUMO gap (eV): 7.2
Energy (Eh): -446.45779
2S+1: 1

XYZ file:
```
13
Properties=species:S:1:pos:R:3:forces:R:3:nbo_charge:R:1
Si -0.268751 0.262614 -0.801178 0.3 -1.3 -0.5 1.45
C -2.150464 -0.414895 3.167984 -0.7 0.0 4.1 -0.51
C 0.548108 -1.428262 -1.251672 1.2 1.9 -0.4 -1.13
C 0.979858 1.647629 -0.314961 0.3 -2.5 -3.4 -1.09
C -1.728472 -0.377807 2.074054 2.3 0.7 -6.6 -0.30
H -2.093725 -0.387647 4.223392 -0.6 -0.1 0.4 0.22
H 1.935126 1.434751 -0.972959 -1.9 0.5 1.1 0.25
H 0.641886 -2.134202 -0.455471 0.7 -0.1 0.9 0.26
H -0.087255 -1.976099 -1.928328 -0.2 0.3 -0.8 0.25
H 0.525353 2.574155 -0.542179 -0.1 1.2 0.1 0.25
H 1.239370 1.453142 0.662299 0.5 0.1 2.3 0.26
H -1.132712 0.453430 -2.107718 0.3 0.4 1.7 -0.16
H 1.591679 -1.106810 -1.753263 -2.3 -1.0 1.1 0.25
```
Positions in Å, forces in eV/Å.



The molecule C2HCl3O2S, computed with ωB97M-V/def2-TZVPD.

Computed properties:
HOMO energy (alpha / beta) (eV): -8.92 / -11.20
Relative energy (zero: lowest compared OMol25 entry of this formula, charge and spin) (kJ/mol): 0.00
HOMO-LUMO gap (alpha / beta) (eV): 8.8 / 7.0
Expectation value of S²: 2.01
Energy (Eh): -2005.86361
2S+1: 3

XYZ file:
```
9
Properties=species:S:1:pos:R:3:forces:R:3:nbo_charge:R:1
Cl 2.738689 -0.918944 -1.257900 -0.5 0.5 -0.4 0.11
Cl 2.902106 -0.430120 1.547882 -1.4 -0.7 -0.3 -0.05
Cl 1.998550 1.702152 0.004734 -0.3 -0.3 -0.9 0.02
S -0.192425 -1.965381 0.009108 -0.1 -5.4 1.5 1.77
O 0.649519 -2.926014 -0.715832 -0.3 1.6 -0.1 -0.80
O -1.625832 -2.173969 -0.028665 -0.2 1.5 -0.7 -0.81
C 0.396255 -0.357367 0.064887 1.0 0.0 -0.6 -0.36
C 1.796347 -0.116434 -0.027533 3.1 1.6 0.4 -0.12
H -0.029031 0.122882 0.882732 -1.2 1.2 1.0 0.24
```
Positions in Å, forces in eV/Å.